ORCA calculation (ωB97M-V/def2-TZVPD) on C27H16Cl3N2O8Pr as an isolated structure in a non-equilibrium geometry.

Each line ends with the Löwdin spin population.
Cartesian coordinates (Å):
Pr 0.15533 -0.32782 0.14188  2.024
O -1.21329 1.28001 0.88969  -0.004
C -1.23986 2.52727 1.12364  0.000
C -2.13398 3.05400 2.10706  0.000
C -2.26479 4.39459 2.32872  0.000
C -1.51230 5.32084 1.59540  0.000
C -0.60475 4.86181 0.67672  0.000
C -0.43076 3.49164 0.42041  0.000
C 0.55287 3.11838 -0.54230  0.001
N 0.82665 1.93621 -0.95515  -0.002
C 1.85407 1.81477 -1.95661  0.000
C 2.93920 0.83971 -1.47526  0.000
N 2.36321 -0.47600 -1.37209  -0.002
C 3.01869 -1.46032 -1.85974  0.001
C 2.60188 -2.82869 -1.85141  0.000
C 3.33381 -3.77420 -2.58106  0.000
C 2.98222 -5.10151 -2.61485  0.000
C 1.88774 -5.53485 -1.85920  0.000
C 1.16147 -4.64790 -1.11623  0.000
C 1.45828 -3.25037 -1.08710  0.000
O 0.75467 -2.45042 -0.39922  -0.005
H -2.70919 2.33108 2.66952  0.000
H -2.95699 4.75149 3.08179  0.000
H -1.64532 6.38264 1.76246  0.000
H -0.00313 5.57223 0.11636  0.000
H 1.10226 3.97565 -0.97960  0.000
H 2.30721 2.79771 -2.19357  0.000
H 1.40302 1.39931 -2.86920  0.000
H 3.27971 1.15236 -0.47852  0.000
H 3.79565 0.86449 -2.17708  0.000
H 3.99742 -1.27573 -2.34377  0.000
H 4.19158 -3.43154 -3.15106  0.000
H 3.55095 -5.80968 -3.20276  0.000
H 1.63059 -6.58770 -1.84951  0.000
H 0.31916 -4.97507 -0.52541  0.000
Cl -7.10721 -0.79637 -1.30443  0.000
C -5.39287 -0.54746 -1.29386  0.000
C -4.87123 0.57382 -1.91366  0.000
C -3.50333 0.72480 -1.97207  0.000
Cl -2.82937 2.13709 -2.68818  0.000
C -2.58050 -0.22168 -1.45219  0.000
O -1.32399 -0.14578 -1.63269  -0.004
C -3.20696 -1.27722 -0.71980  0.000
Cl -2.13199 -2.30167 0.16511  -0.001
C -4.57043 -1.46608 -0.65805  0.000
H -5.51948 1.32897 -2.32796  0.000
H -4.96849 -2.30271 -0.10673  0.000
O 2.06048 -0.75071 6.22095  0.000
C 1.69579 -0.64848 5.05054  0.000
C 2.48375 -0.05375 3.93014  0.000
O 3.62779 0.40684 4.01905  0.000
C 1.64693 -0.15428 2.73891  0.001
C 0.42845 -0.83893 3.06593  0.002
O -0.45115 -1.13829 2.19422  -0.003
C 0.38577 -1.11259 4.50274  0.000
O -0.53240 -1.61807 5.15391  0.001
O 1.90720 0.26816 1.55517  -0.005

Results
total charge: -2
HOMO-LUMO gap: 5.996 eV
multiplicity: 3
HOMO energy: -1.88 eV
ΔE to the lowest compared entry with this formula, charge and spin: 0.0 kcal per mole


ORCA calculation (ωB97M-V/def2-TZVPD) on one molecule with the formula C6H9N3O2S in a non-equilibrium geometry.

Each line ends with the natural charge from an NBO analysis.
Cartesian coordinates (Å):
N -3.92731 -0.63170 0.05582  -0.682
N -3.04717 0.43569 -0.38784  -0.463
C -1.59498 0.27865 -0.30492  0.183
C -1.04052 -1.00899 -0.40350  -0.290
C 0.32627 -1.27369 -0.26058  -0.178
C 1.09435 -0.14690 -0.14293  -0.335
S 2.91081 -0.10647 -0.35073  2.222
N 3.59883 -0.00355 1.13708  -1.078
O 3.36279 -1.46475 -0.72627  -0.912
O 3.03916 1.16784 -1.11706  -0.917
C 0.67951 1.23406 -0.10932  -0.194
C -0.67704 1.49341 -0.11135  -0.233
H -3.78054 -1.39586 -0.68386  0.368
H -3.87321 -0.94086 1.13054  0.359
H -3.44464 1.36808 -0.07453  0.381
H -1.82590 -1.81117 -0.60698  0.218
H 0.92130 -2.17263 -0.08338  0.258
H 3.06954 -0.57879 1.72345  0.391
H 3.92967 0.96534 1.65929  0.427
H 1.29603 2.04234 -0.29572  0.251
H -1.01696 2.54993 -0.04721  0.225

Results
HOMO-LUMO gap: 9.041 eV
multiplicity: 1
SMILES string: NNc1ccc(S(N)(=O)=O)cc1
HOMO energy: -8.54 eV
ΔE to the lowest compared entry with this formula, charge and spin: 98.3 kcal per mole


ORCA calculation (ωB97M-V/def2-TZVPD) on one molecule with the formula C3Cl2F4 in a non-equilibrium geometry.

Each line ends with the natural charge from an NBO analysis.
Cartesian coordinates (Å):
F 2.42663 0.31702 0.94563  -0.277
C 1.29667 -0.11503 0.44511  0.754
F 1.57099 -1.32306 -0.11081  -0.299
C 0.17915 0.50929 0.34149  -0.313
Cl -0.10470 2.01350 1.08152  0.101
C -0.98942 -0.27925 -0.45906  0.699
F -0.63069 -0.39836 -1.68027  -0.297
F -1.31211 -1.54767 -0.07631  -0.310
Cl -2.43652 0.82358 -0.48731  -0.057

Results
HOMO-LUMO gap: 11.093 eV
multiplicity: 1
SMILES string: FC(F)=C(Cl)C(F)(F)Cl
HOMO energy: -10.54 eV
ΔE to the lowest compared entry with this formula, charge and spin: 3.6 kcal per mole


ORCA calculation (ωB97M-V/def2-TZVPD) on a 8-piece molecular cluster, C34H66ClNO32PS7 overall in a non-equilibrium geometry.

Each line ends with the Mulliken charge.
Cartesian coordinates (Å):
C -1.98808 -2.27584 -0.54504  -0.627
C -1.62209 -1.06368 -1.10595  -0.867
C -0.34790 -1.09757 -1.85564  0.401
O 0.63909 -0.55536 -1.39486  -0.243
O -0.34647 -1.80064 -3.01304  -0.167
C 0.91663 -2.42841 -3.27749  -0.470
C 1.74183 -1.65633 -4.31125  0.005
C 2.97503 -2.48247 -4.69078  -1.015
C 4.20298 -2.28050 -3.75562  -1.014
C 3.85935 -1.60957 -2.41635  0.799
C 5.17628 -1.17154 -1.72332  -1.316
P 4.86633 -0.60859 -0.03747  0.734
C 4.95288 1.17844 0.03492  -0.958
C 4.30764 1.94983 -1.15712  0.950
C 3.69644 3.23713 -0.59678  -1.079
C 3.15600 4.26093 -1.63967  -0.327
C 3.46251 3.95964 -3.10892  -1.189
C 2.39008 3.12535 -3.83353  0.078
C 1.06931 3.88485 -3.93330  -0.146
C 0.05933 3.59290 -2.79543  -0.778
C 3.30560 -1.26959 0.54095  -0.496
C 3.02948 -0.82238 2.00889  0.406
C 2.05636 0.36907 2.07189  -1.222
Cl 2.29867 -2.21891 2.85170  -0.153
O 5.99411 -1.24667 0.94165  -0.396
N 7.33941 -1.49536 0.32211  0.208
O 7.84971 -0.53217 -0.02192  -0.118
H -1.91300 -2.38971 0.53357  0.287
H -2.39085 -3.09004 -1.14207  0.314
H -2.21611 -0.15696 -1.06643  0.476
H 1.46286 -2.59308 -2.35707  0.089
H 0.69520 -3.38324 -3.75190  0.495
H 1.09658 -1.52201 -5.18108  0.490
H 1.98212 -0.64984 -3.98148  -0.179
H 3.28766 -2.18495 -5.69153  0.329
H 2.68199 -3.52661 -4.78985  0.429
H 4.59848 -3.27299 -3.53450  0.290
H 5.00698 -1.70623 -4.21406  0.496
H 3.38498 -2.33851 -1.76964  0.055
H 3.25858 -0.71843 -2.55028  -0.297
H 5.63117 -0.35880 -2.29049  0.493
H 5.85515 -2.02327 -1.77851  0.823
H 6.00471 1.43984 0.14031  0.561
H 4.46565 1.48642 0.96315  0.518
H 3.59831 1.32760 -1.69909  -0.890
H 5.15063 2.22747 -1.78370  0.505
H 4.48448 3.72709 -0.02262  0.349
H 2.91604 2.96097 0.11506  0.232
H 2.09827 4.41870 -1.45853  0.199
H 3.64380 5.20481 -1.39997  0.282
H 4.46733 3.56706 -3.26268  0.470
H 3.44372 4.91981 -3.62784  0.536
H 2.76626 2.98672 -4.85073  0.442
H 2.29400 2.12759 -3.39787  -0.408
H 0.57958 3.56039 -4.85296  0.543
H 1.23607 4.95790 -4.04350  -0.229
H 0.50085 2.88689 -2.09227  0.027
H -0.89760 3.24513 -3.16782  0.360
H -0.10729 4.50053 -2.22360  0.179
H 2.54978 -0.79673 -0.09281  -0.474
H 3.26363 -2.34756 0.42244  0.835
H 3.97803 -0.55544 2.46820  0.327
H 1.26348 0.13133 2.77334  0.480
H 2.55325 1.27632 2.40747  0.311
H 1.57060 0.54779 1.11409  0.234
C -0.67635 8.25119 -5.34863  -0.375
C -0.19882 9.49333 -4.62787  -0.465
O 0.03127 9.06505 -3.27852  -0.154
S 0.52469 7.55234 -3.28208  1.271
O 1.94134 7.50929 -3.19935  -0.528
O -0.29367 6.81727 -2.38810  -0.619
O 0.11144 7.19161 -4.79018  -0.348
H -1.72760 8.04685 -5.13695  0.277
H -0.52743 8.30380 -6.42357  0.320
H -0.93041 10.29573 -4.64722  0.340
H 0.74832 9.85359 -5.03621  0.306
C -2.57383 -1.36378 -5.97031  0.029
C -2.53793 -2.53772 -6.92358  -0.389
O -2.76847 -1.95440 -8.21138  -0.327
S -2.13355 -0.48356 -8.26040  1.093
O -0.85258 -0.54958 -8.86310  -0.535
O -3.12679 0.41745 -8.71003  -0.543
O -1.92815 -0.29987 -6.67958  -0.229
H -3.59969 -1.06007 -5.75218  0.308
H -2.04970 -1.56471 -5.03862  -0.025
H -3.29615 -3.28305 -6.70206  0.333
H -1.55421 -3.01345 -6.93589  0.305
C -2.73715 -5.30083 3.09338  -0.265
C -2.45932 -6.69686 2.61070  -0.237
O -3.46926 -6.94894 1.61647  -0.341
S -3.82760 -5.58553 0.86897  1.051
O -3.10582 -5.51657 -0.35189  -0.547
O -5.23289 -5.41016 0.92099  -0.491
O -3.13868 -4.58172 1.90922  -0.285
H -3.56678 -5.27887 3.80263  0.268
H -1.86666 -4.83950 3.54386  0.369
H -2.52092 -7.43257 3.40388  0.223
H -1.48235 -6.76294 2.12675  0.299
C -9.27504 -5.00008 3.22779  -0.324
C -7.89148 -4.47902 2.90871  -0.195
O -7.57678 -3.60756 4.00538  -0.301
S -8.25418 -4.16468 5.34408  1.074
O -7.29185 -4.91259 6.07063  -0.472
O -8.98917 -3.11481 5.94371  -0.551
O -9.26425 -5.19416 4.64934  -0.328
H -10.04602 -4.26620 2.98550  0.291
H -9.49585 -5.93567 2.72196  0.301
H -7.85247 -3.93505 1.96993  0.300
H -7.15383 -5.28274 2.89060  0.205
C -3.10084 -7.08738 7.89997  -0.371
C -3.41155 -8.16383 6.88712  -0.345
O -2.60060 -7.80743 5.74799  -0.349
S -1.24427 -7.11872 6.25121  1.058
O -0.21643 -8.09167 6.26564  -0.602
O -1.10075 -5.88265 5.55701  -0.456
O -1.69107 -6.82631 7.74596  -0.239
H -3.64133 -6.16960 7.68551  0.314
H -3.31666 -7.40296 8.91676  0.370
H -4.46238 -8.19592 6.61586  0.362
H -3.09757 -9.15007 7.23385  0.276
C -0.95873 -2.56564 7.64372  -0.257
C -1.55492 -1.46599 8.49715  -0.394
O -2.80392 -2.00639 8.94648  -0.316
S -2.66763 -3.58765 9.13831  1.072
O -2.41718 -3.86869 10.50220  -0.586
O -3.71707 -4.21283 8.41798  -0.501
O -1.30066 -3.77552 8.32759  -0.238
H -1.41248 -2.59285 6.65053  0.221
H 0.12028 -2.48214 7.54655  0.329
H -1.71958 -0.54565 7.94441  0.312
H -0.93639 -1.25888 9.37286  0.307
C 2.98108 12.38874 0.28825  -0.368
C 3.93807 11.60721 -0.58574  -0.315
O 3.48707 10.25046 -0.47961  -0.335
S 1.89436 10.22342 -0.30319  1.089
O 1.28513 9.98988 -1.56753  -0.372
O 1.58467 9.42821 0.82669  -0.598
O 1.70673 11.77088 0.06664  -0.327
H 3.23243 12.28896 1.34578  0.295
H 2.93841 13.44166 0.02433  0.311
H 4.96982 11.68872 -0.25660  0.314
H 3.86467 11.91183 -1.63187  0.271

Results
total charge: +1
HOMO-LUMO gap: 6.268 eV
multiplicity: 1
HOMO energy: -10.55 eV